{"formula": "C6H13F6MgN4O4S2", "method": "ωB97M-V/def2-TZVPD", "species": ["Mg", "N", "C", "C", "N", "C", "C", "N", "H", "H", "H", "H", "H", "H", "H", "H", "H", "H", "H", "H", "H", "F", "C", "F", "F", "S", "O", "O", "N", "S", "O", "O", "C", "F", "F", "F"], "xyz": [[0.24, -0.06, -0.42], [0.58, -2.01, 0.44], [-0.39, -2.98, -0.11], [-0.60, -2.69, -1.63], [-0.92, -1.23, -1.84], [-0.65, -0.77, -3.20], [-0.43, 0.73, -3.16], [0.65, 0.99, -2.22], [1.51, -2.38, 0.38], [0.38, -1.84, 1.42], [-1.29, -2.89, 0.54], [-0.05, -3.98, -0.01], [-1.35, -3.40, -1.96], [0.35, -2.87, -2.16], [-1.91, -1.14, -1.75], [-1.51, -1.02, -3.79], [0.23, -1.27, -3.51], [-1.34, 1.20, -2.73], [-0.23, 1.10, -4.17], [0.65, 2.00, -1.98], [1.53, 0.84, -2.69], [-2.72, -0.21, 2.05], [-1.84, 0.47, 2.83], [-2.48, 1.02, 3.83], [-0.90, -0.41, 3.27], [-1.18, 1.81, 1.81], [-1.09, 1.14, 0.49], [-2.01, 2.96, 1.91], [0.20, 2.06, 2.53], [1.57, 1.32, 2.21], [2.00, 0.46, 3.24], [1.57, 0.80, 0.86], [2.67, 2.80, 2.39], [2.53, 3.28, 3.58], [3.92, 2.50, 2.13], [2.35, 3.68, 1.42]], "mulliken_charge": [1.45, -0.53, -0.63, -0.62, 0.04, -0.77, -0.51, -0.52, 0.27, 0.26, 0.33, 0.47, 0.34, 0.32, 0.18, 0.42, 0.37, 0.33, 0.44, 0.32, 0.27, -0.25, 0.70, -0.19, -0.22, 0.99, -0.83, -0.58, -0.52, 1.02, -0.58, -0.74, 0.54, -0.16, -0.19, -0.23], "lumo_ev": -3.035, "gap_ev": 10.9, "charge": 1, "homo_energy_ev": -13.90}